Entry 1:
9
Properties=species:S:1:pos:R:3 method="wB97M-V/def2-TZVPD" gap_ev=8.32 e_lumo_ev=-0.217
I 1.681 -2.448 -1.349
C 0.877 -2.077 1.451
H 0.693 -0.016 -1.207
I -0.058 -1.358 3.217
I 1.798 -3.949 1.904
C 0.646 0.023 -0.135
C 0.924 -1.344 0.194
H -0.308 0.532 0.156
H 1.480 0.610 0.239

---

Entry 2:
60
Properties=species:S:1:pos:R:3 method="wB97M-V/def2-TZVPD" gap_ev=5.50 total_charge=+2 e_lumo_ev=-7.671
C 5.538 0.081 1.267
C 4.188 0.644 -0.643
C -3.351 -0.495 1.766
C -4.246 -0.576 2.853
H 0.966 -1.017 -1.185
H 6.331 0.957 -0.571
H -6.648 -0.028 -1.521
C 4.441 -0.545 1.862
C -5.206 -0.229 0.082
H 6.465 0.165 1.812
C 0.653 -2.934 -0.278
H 0.465 -3.120 1.967
C -1.547 -1.028 3.184
H 0.380 4.449 2.282
H -2.549 -0.687 -2.690
H 4.525 -1.103 2.799
H -5.317 -0.445 2.690
C 2.904 1.956 -4.383
H -1.975 -1.475 5.220
C -0.341 -3.021 -1.320
Si 1.299 0.398 -0.756
C 1.852 1.448 -2.212
N -2.917 -0.548 -0.626
C 0.319 3.413 1.932
C -5.606 -0.180 -1.249
H -0.171 -3.078 -2.403
C 3.196 -0.485 1.218
C -3.842 -0.357 0.385
Hf -0.837 -1.038 -0.030
H -4.905 -0.274 -3.308
H -2.564 -3.416 -1.189
H 4.126 0.948 -1.686
H 1.579 3.228 -0.985
H -5.923 -0.229 0.900
C -4.645 -0.312 -2.254
C 2.995 3.310 -4.072
C 3.018 0.193 -0.001
H 2.550 4.778 -2.572
C -2.401 -1.156 4.272
H -0.475 -1.177 3.311
H 2.370 0.005 -3.805
H 0.211 3.422 0.833
H -4.423 -1.039 4.968
C 5.442 0.614 -0.028
C 1.933 2.819 -1.926
H 2.371 -1.065 1.638
H 1.742 -2.906 -0.417
C -1.412 -3.221 0.720
H -2.174 -3.514 1.443
C 2.386 1.040 -3.458
H 1.252 2.968 2.300
C -0.014 -3.033 0.984
C -3.315 -0.521 -1.926
H 3.291 1.611 -5.339
H 3.406 4.032 -4.793
C -1.616 -3.185 -0.698
H -0.538 2.891 2.403
C 2.527 3.715 -2.815
N -1.994 -0.729 1.934
C -3.767 -0.918 4.112

---

Entry 3:
8
Properties=species:S:1:pos:R:3 method="wB97M-V/def2-TZVPD" gap_ev=10.23 e_lumo_ev=0.246
N -0.407 1.456 0.289
F -0.239 -1.967 -0.122
N -1.634 -0.339 0.746
S 1.800 0.313 -0.793
C 0.219 0.365 -0.080
O -1.538 0.995 0.854
H 2.039 -1.108 -0.535
C -0.568 -0.694 0.120

---

Entry 4:
31
Properties=species:S:1:pos:R:3 method="wB97M-V/def2-TZVPD" gap_ev=9.02 e_lumo_ev=0.772
C 1.410 -2.952 -1.698
H 0.902 -3.599 -0.981
H 3.582 1.394 0.627
H 1.680 -2.411 0.932
C -2.700 -0.229 1.237
C 2.527 -0.681 -1.828
H -1.222 3.891 -0.844
C -1.309 -0.197 1.203
H -2.803 -1.821 2.347
O -3.399 -1.265 1.817
H 0.711 -2.733 -2.502
C 2.608 -0.508 0.955
C -3.431 0.849 0.766
H -3.383 2.679 -0.316
H -0.741 -0.986 1.684
H 2.472 -0.696 -2.909
H 0.335 3.116 -0.627
H 2.623 -0.437 2.030
H 2.214 -3.532 -2.146
H -4.499 0.859 0.910
H 0.399 0.799 0.483
H -0.700 2.622 -1.911
C -0.679 0.855 0.557
C 3.104 0.531 0.181
C 1.996 -1.720 -1.067
C 2.021 -1.593 0.315
C -1.401 1.885 -0.041
C -2.779 1.880 0.103
C -0.710 2.934 -0.862
H 3.378 1.269 -1.814
C 3.036 0.443 -1.199

---

Entry 5:
15
Properties=species:S:1:pos:R:3 method="wB97M-V/def2-TZVPD" gap_ev="6.84 / 6.84" total_charge=+1 e_lumo_ev="-5.559 / -5.558"
C 2.234 0.315 0.324
S 3.590 1.290 -0.030
H 1.416 0.738 0.885
H 3.151 2.409 0.571
H -2.520 0.897 -1.461
H -0.193 0.629 -0.729
N -0.952 0.086 -0.339
H -2.998 0.020 0.005
H -2.262 1.630 0.122
H -1.582 -1.706 0.410
C -0.705 -1.142 0.108
S 2.094 -1.266 -0.210
H 0.496 -2.810 0.537
C 0.490 -1.780 0.231
C -2.257 0.688 -0.423

---

Entry 6:
49
Properties=species:S:1:pos:R:3 method="wB97M-V/def2-TZVPD" gap_ev=7.49 e_lumo_ev=-0.944
H 2.073 -2.804 -2.155
C 2.166 -1.941 -2.820
C 2.774 0.405 -2.380
O -3.088 0.826 2.682
C -2.731 -2.321 0.837
C -2.041 -2.914 -0.338
C 0.164 5.471 4.233
H 1.472 5.297 1.871
C -2.584 -0.978 1.175
C -3.210 -0.475 2.308
C -0.133 3.020 3.770
N 2.232 -0.772 -1.970
C 0.938 0.784 1.009
H -1.959 -0.318 0.587
C -3.988 -1.315 3.102
N -0.987 -2.409 -2.405
H 0.774 -2.811 -4.235
C -3.492 -3.157 1.646
H -1.992 -1.064 -1.323
H 1.136 -1.087 -4.516
H 1.033 5.619 4.875
H -0.689 2.933 4.692
H -0.675 -3.371 -2.314
H -0.317 0.946 3.317
C 1.568 0.569 -0.167
C 1.077 4.343 2.186
C -0.240 -1.412 -2.925
H 1.836 3.327 0.478
O -0.505 -0.241 -2.705
C 1.284 3.230 1.400
H 0.048 6.363 3.620
H 3.090 -2.006 -3.398
N -1.893 -2.070 -1.398
C 0.071 1.902 2.992
H 0.476 -0.108 1.421
H -0.710 5.360 4.870
S 3.604 0.628 -3.763
H -4.467 -0.902 3.975
C 0.365 4.260 3.381
C 0.948 -1.848 -3.758
O -1.689 -4.075 -0.410
C -4.122 -2.649 2.768
H -2.529 1.305 2.058
H -4.720 -3.297 3.391
O 0.959 -1.732 -0.335
H -3.579 -4.198 1.379
C 0.782 1.982 1.785
S 2.469 1.663 -1.192
C 1.527 -0.759 -0.782

---

Number 1: molecular weight 419.77 g mol⁻¹, energy -27459.6854 eV. Number 2: molecular weight 599.12 g mol⁻¹, energy -41639.4275 eV. Number 3: molecular weight 120.11 g mol⁻¹, energy -20667.2127 eV. Number 4: molecular weight 200.28 g mol⁻¹, energy -16825.1190 eV. Number 5: molecular weight 134.25 g mol⁻¹, energy -27430.0406 eV. Number 6: molecular weight 441.53 g mol⁻¹, energy -56417.2490 eV.